1.
Density functional theory data (ωB97M-V/def2-TZVPD) for 2 unconnected molecules or ions with the total composition C3H9N at a distorted geometry.

ORCA input file:
```
! wB97M-V def2-TZVPD RIJCOSX def2/J DEFGRID3
* xyz 0 1
C 0.479 -0.076 -0.782
N -0.727 -0.391 -0.940
C -1.753 0.555 -1.166
H 1.169 -0.890 -0.638
H 0.866 0.949 -0.846
H -2.652 0.298 -0.608
H -2.078 0.508 -2.210
H -1.489 1.609 -1.013
C 1.693 -0.285 2.351
H 0.627 -0.149 2.210
H 2.245 0.654 2.229
H 2.061 -0.960 1.580
H 1.997 -0.626 3.338
*
```

Summary:
DFT total energy	-4745.91052	eV
relative energy (zero: lowest compared OMol25 entry of this formula, charge and spin)	1.199	eV
Kohn-Sham gap	10.67	eV
E_HOMO	-9.533	eV
max |F|	1.3	eV Å⁻¹
structure (SMILES)	C=NC.C

=====

2.
Density functional theory data (ωB97M-V/def2-TZVPD) for a molecular structure, C50H58BiN2O3SSbSi2.

ORCA input file:
```
! wB97M-V def2-TZVPD RIJCOSX def2/J DEFGRID3
* xyz 0 1
Bi 0.174 0.049 0.631
C 0.280 0.877 4.342
Si 0.545 -0.551 3.174
C 2.235 -1.331 3.461
C -0.665 -1.973 3.491
C -1.048 -2.283 4.802
C -1.840 -3.388 5.078
C -2.259 -4.211 4.039
C -1.892 -3.914 2.735
C -1.101 -2.799 2.437
Si -0.710 -2.433 0.616
C -2.356 -2.474 -0.303
C 0.431 -3.774 -0.027
H 0.521 0.601 5.375
H -0.748 1.249 4.311
H 0.948 1.692 4.044
H 2.170 -2.053 4.280
H 2.986 -0.576 3.711
H 2.577 -1.869 2.569
H -0.719 -1.647 5.621
H -2.130 -3.608 6.100
H -2.876 -5.078 4.246
H -2.239 -4.559 1.930
H -2.465 -3.400 -0.877
H -2.446 -1.636 -1.004
H -3.185 -2.414 0.408
H 0.159 -4.732 0.429
H 1.475 -3.559 0.218
H 0.361 -3.876 -1.114
O 2.876 1.377 1.885
C 3.226 0.558 1.058
N 4.507 0.267 0.676
C 4.552 -0.619 -0.477
C 3.048 -0.968 -0.607
O 2.580 -1.752 -1.409
N 2.362 -0.266 0.334
C 5.088 0.107 -1.720
C 4.414 0.123 -2.933
C 4.969 0.770 -4.033
C 6.195 1.406 -3.930
C 6.876 1.391 -2.718
C 6.328 0.738 -1.626
C 5.374 -1.887 -0.227
C 6.115 -2.042 0.937
C 6.905 -3.173 1.121
C 6.954 -4.155 0.145
C 6.198 -4.011 -1.013
C 5.415 -2.883 -1.201
H 5.255 0.892 0.918
H 3.454 -0.369 -3.024
H 4.438 0.773 -4.978
H 6.624 1.909 -4.789
H 7.837 1.880 -2.626
H 6.886 0.702 -0.695
H 6.066 -1.289 1.712
H 7.479 -3.285 2.033
H 7.576 -5.031 0.284
H 6.221 -4.780 -1.776
H 4.824 -2.772 -2.101
C -5.044 4.619 0.072
C -3.915 5.596 -0.149
C -4.214 6.956 -0.229
C -3.231 7.914 -0.442
C -1.910 7.522 -0.580
C -1.594 6.172 -0.497
C -2.571 5.198 -0.284
Sb -1.780 3.179 -0.151
C -2.603 2.798 1.823
C -2.563 3.919 2.662
C -3.005 3.853 3.973
C -3.507 2.654 4.469
C -3.510 1.531 3.662
C -3.032 1.575 2.348
C -2.971 0.273 1.585
C -3.138 2.301 -1.589
C -4.222 1.487 -1.269
C -4.996 0.889 -2.256
C -4.688 1.103 -3.589
C -3.624 1.931 -3.920
C -2.841 2.539 -2.942
C -1.705 3.438 -3.368
H -5.997 5.144 0.143
H -4.898 4.048 0.991
H -5.109 3.908 -0.752
H -5.247 7.269 -0.123
H -3.500 8.962 -0.502
H -1.131 8.257 -0.746
H -0.556 5.869 -0.599
H -2.199 4.867 2.282
H -2.960 4.731 4.605
H -3.882 2.593 5.483
H -3.873 0.585 4.054
H -2.340 -0.448 2.115
H -2.578 0.403 0.574
H -3.959 -0.185 1.498
H -4.501 1.336 -0.236
H -5.839 0.265 -1.981
H -5.279 0.639 -4.369
H -3.391 2.111 -4.965
H -1.646 3.498 -4.456
H -0.745 3.070 -2.991
H -1.841 4.453 -2.987
C 1.330 0.621 -5.706
C 0.050 0.461 -4.891
S 0.416 -0.194 -3.240
O -0.811 0.045 -2.412
C 0.411 -1.955 -3.685
C -0.995 -2.480 -3.940
H 1.118 1.092 -6.666
H 1.806 -0.341 -5.909
H 2.048 1.249 -5.172
H -0.680 -0.194 -5.367
H -0.425 1.422 -4.691
H 0.893 -2.436 -2.834
H 1.080 -2.057 -4.544
H -1.711 -1.955 -3.303
H -1.049 -3.543 -3.705
H -1.304 -2.352 -4.977
*
```

Summary:
DFT total energy	-100884.59259	eV
relative energy (zero: lowest compared OMol25 entry of this formula, charge and spin)	0.000	eV
Kohn-Sham gap	8.12	eV
E_HOMO	-7.624	eV
max |F|	0.5	eV Å⁻¹

=====

3.
Density functional theory data (ωB97M-V/def2-TZVPD) for a molecular structure, C22H49MnN2P3SSe at a distorted geometry.

ORCA input file:
```
! wB97M-V def2-TZVPD RIJCOSX def2/J DEFGRID3
* xyz 3 5
Mn 0.465 0.024 -0.181
P -1.406 -2.508 0.555
P 2.199 -0.534 1.694
P 1.886 -1.344 -1.651
H -2.441 3.498 -5.761
C -2.623 2.524 -6.230
C -2.937 1.471 -5.449
H -3.326 1.640 -4.432
C -2.753 -2.283 1.732
C -0.082 -3.373 1.424
C -2.039 -3.697 -0.648
C 3.411 0.827 2.010
C 1.447 -0.642 3.363
C 3.312 -1.999 1.728
C 1.300 -1.230 -3.372
C 2.128 -3.143 -1.419
C 3.614 -0.742 -1.785
H -2.646 2.484 -7.333
H -2.807 0.434 -5.765
H -3.277 -1.347 1.507
H -2.361 -2.219 2.758
H -3.461 -3.125 1.663
H 0.279 -2.763 2.259
H 0.758 -3.545 0.742
H -0.436 -4.343 1.803
H -2.872 -3.244 -1.204
H -2.405 -4.612 -0.149
H -1.251 -3.974 -1.362
H 4.081 0.576 2.847
H 2.880 1.761 2.238
H 4.017 0.987 1.108
H 2.231 -0.600 4.135
H 0.878 -1.566 3.507
H 0.765 0.201 3.508
H 3.975 -1.950 2.605
H 3.935 -2.035 0.827
H 2.727 -2.924 1.791
H 2.019 -1.699 -4.060
H 1.155 -0.182 -3.660
H 0.334 -1.746 -3.450
H 2.742 -3.530 -2.245
H 1.164 -3.668 -1.424
H 2.647 -3.362 -0.479
H 4.141 -1.303 -2.573
H 4.149 -0.870 -0.836
H 3.613 0.328 -2.034
C 1.358 2.431 -2.395
C 0.001 2.176 -2.659
C -0.408 2.176 -3.977
C 0.453 2.497 -5.022
C 1.759 2.906 -4.740
C 2.221 2.871 -3.429
Se 1.990 2.078 -0.678
H -1.016 -1.154 -0.024
H -0.698 1.944 -1.847
H -1.436 1.943 -4.195
H 0.079 2.460 -6.041
H 2.410 3.258 -5.536
H 3.249 3.154 -3.195
C -3.513 1.183 1.197
N -2.827 1.110 2.494
C -3.689 1.197 3.668
C -1.516 1.457 2.557
S -0.652 1.752 1.081
N -0.928 1.770 3.747
C -1.157 0.972 4.957
C 0.197 2.716 3.825
H -4.536 0.808 1.310
H -2.984 0.578 0.453
H -3.548 2.220 0.836
H -3.542 0.331 4.323
H -3.498 2.117 4.231
H -4.733 1.202 3.349
H -0.220 0.917 5.519
H -1.905 1.458 5.598
H -1.463 -0.058 4.728
H 0.077 3.300 4.752
H 0.178 3.386 2.959
H 1.167 2.191 3.853
*
```

Summary:
DFT total energy	-161929.64188	eV
Kohn-Sham gap (spin up / spin down)	4.53 / 5.09	eV
E_HOMO (spin up / spin down)	-15.526 / -15.527	eV
max |F|	2.6	eV Å⁻¹

=====

4.
Density functional theory data (ωB97M-V/def2-TZVPD) for C11H8N2O2 in the gas phase at a distorted geometry.

ORCA input file:
```
! wB97M-V def2-TZVPD RIJCOSX def2/J DEFGRID3
* xyz 0 1
O -0.814 3.023 -0.574
C -0.736 1.617 -0.456
C 0.547 1.152 -0.053
C 0.658 -0.206 0.270
C 1.902 -0.785 0.543
C 1.974 -2.156 0.861
N 0.916 -2.949 0.903
C -0.302 -2.485 0.526
C -0.447 -1.083 0.277
C -1.665 -0.595 -0.051
C -1.885 0.813 -0.345
O -3.201 1.282 -0.658
N -2.785 -1.467 0.008
C -2.699 -2.873 0.249
C -1.472 -3.335 0.562
H 0.031 3.500 -0.452
H 1.410 1.818 0.002
H 2.902 -0.361 0.521
H 2.901 -2.473 1.202
H -3.460 2.111 -0.210
H -3.767 -1.197 -0.086
H -3.625 -3.466 0.073
H -1.186 -4.406 0.685
*
```

Summary:
DFT total energy	-18610.95014	eV
relative energy (zero: lowest compared OMol25 entry of this formula, charge and spin)	0.000	eV
Kohn-Sham gap	7.43	eV
E_HOMO	-6.970	eV
max |F|	5.3	eV Å⁻¹
structure (SMILES)	Oc1cc2ccnc3c2c(c1O)NC=C3

=====

5.
Density functional theory data (ωB97M-V/def2-TZVPD) for a molecular structure, C32H52BLaN10PS4.

ORCA input file:
```
! wB97M-V def2-TZVPD RIJCOSX def2/J DEFGRID3
* xyz 1 1
La -1.115 1.308 -0.222
C -1.514 3.785 4.059
C -1.086 3.019 2.844
N -1.878 2.722 1.869
N -3.160 3.181 2.026
C -4.036 2.832 1.113
N -5.268 3.355 1.304
S -3.880 1.821 -0.300
C 0.331 2.579 2.765
C 1.227 2.954 3.759
C 2.539 2.511 3.702
C 2.925 1.700 2.653
C 1.982 1.387 1.689
N 0.718 1.812 1.728
H -2.583 3.946 4.043
H -1.014 4.756 4.096
H -1.243 3.241 4.967
H -5.449 3.863 2.152
H -6.031 3.040 0.735
H 0.901 3.584 4.571
H 3.245 2.799 4.471
H 3.934 1.324 2.563
H 2.252 0.786 0.834
C 4.944 1.598 -2.315
C 4.506 0.352 -3.079
C 3.707 0.693 -4.334
C 5.750 -0.432 -3.493
N 3.665 -0.507 -2.175
C 3.975 -1.818 -1.838
C 2.992 -2.274 -1.046
N 2.075 -1.251 -0.876
B 0.721 -1.383 -0.169
N -0.178 -2.451 -0.818
C -0.202 -3.784 -0.458
C -1.217 -4.362 -1.118
N -1.834 -3.379 -1.883
C -1.182 -2.207 -1.687
S -1.455 -0.672 -2.418
C -3.028 -3.746 -2.722
C -4.020 -4.467 -1.805
C -2.533 -4.668 -3.834
C -3.733 -2.543 -3.335
N 0.834 -1.657 1.346
C 1.936 -1.990 2.107
C 1.559 -1.951 3.396
N 0.220 -1.577 3.436
C -0.221 -1.402 2.164
S -1.789 -0.982 1.575
C -0.456 -1.415 4.770
C 0.369 -0.408 5.573
C -1.884 -0.898 4.664
C -0.465 -2.785 5.448
C 2.485 -0.169 -1.592
S 1.679 1.343 -1.732
H 5.591 2.193 -2.961
H 4.096 2.209 -2.013
H 5.514 1.318 -1.427
H 4.332 1.291 -4.998
H 3.422 -0.219 -4.862
H 2.809 1.258 -4.100
H 6.345 0.215 -4.137
H 6.370 -0.706 -2.639
H 5.504 -1.327 -4.066
H 4.855 -2.318 -2.189
H 2.855 -3.249 -0.612
H 0.221 -0.332 -0.268
H 0.484 -4.202 0.257
H -1.554 -5.381 -1.109
H -3.644 -5.425 -1.448
H -4.265 -3.845 -0.943
H -4.936 -4.661 -2.362
H -2.075 -5.575 -3.437
H -3.374 -4.962 -4.462
H -1.801 -4.153 -4.457
H -4.061 -1.830 -2.581
H -3.112 -2.020 -4.057
H -4.612 -2.932 -3.852
H 2.895 -2.215 1.675
H 2.126 -2.154 4.285
H 0.450 0.534 5.027
H -0.127 -0.216 6.524
H 1.375 -0.769 5.791
H -1.937 0.078 4.183
H -2.535 -1.578 4.121
H -2.256 -0.804 5.686
H 0.542 -3.165 5.625
H -0.966 -2.708 6.413
H -1.007 -3.508 4.837
C -2.847 4.214 -2.832
P -1.318 3.286 -2.504
C -0.080 4.618 -2.286
C -0.896 2.627 -4.154
H -2.691 4.926 -3.643
H -3.166 4.742 -1.934
H -3.639 3.516 -3.101
H -0.102 5.315 -3.126
H 0.919 4.184 -2.215
H -0.283 5.172 -1.368
H -0.852 3.431 -4.891
H -1.654 1.904 -4.456
H 0.062 2.110 -4.109
*
```

Summary:
DFT total energy	-103099.50834	eV
relative energy (zero: lowest compared OMol25 entry of this formula, charge and spin)	0.000	eV
Kohn-Sham gap	7.25	eV
E_HOMO	-9.859	eV
max |F|	0.6	eV Å⁻¹

=====

6.
Density functional theory data (ωB97M-V/def2-TZVPD) for 5 unconnected molecules or ions with the total composition C28H51F5O7S at a distorted geometry.

ORCA input file:
```
! wB97M-V def2-TZVPD RIJCOSX def2/J DEFGRID3
* xyz 0 1
O 0.237 -0.526 -0.979
S -0.987 -1.382 -0.683
O -1.369 -1.098 0.741
O -2.125 -0.964 -1.824
C -3.311 -1.814 -1.783
C -3.191 -3.119 -0.862
C -1.866 -4.001 -1.091
C -0.486 -3.166 -0.976
C 0.480 -3.357 -2.236
F 0.359 -4.664 -2.853
F 0.101 -2.381 -3.236
C 2.029 -3.148 -1.943
C 2.705 -3.105 -0.553
C 4.262 -2.930 -0.482
C 5.166 -2.813 -1.751
C 4.488 -2.848 -3.143
C 5.270 -2.766 -4.544
F 4.773 -3.852 -5.346
F 6.663 -2.888 -4.345
F 4.936 -1.576 -5.277
C 2.953 -3.012 -3.210
H -3.508 -2.174 -2.863
H -4.228 -1.193 -1.483
H -4.084 -3.798 -1.150
H -3.347 -2.906 0.265
H -1.999 -4.569 -2.071
H -1.824 -4.804 -0.260
H 0.044 -3.505 -0.010
H 2.087 -3.217 0.394
H 4.766 -2.927 0.545
H 6.311 -2.715 -1.700
H 2.461 -3.046 -4.252
C -1.212 3.170 -2.812
C -1.915 2.023 -3.516
O -3.047 2.431 -4.278
C -2.797 3.355 -5.328
C -1.832 2.836 -6.379
H -1.908 3.701 -2.156
H -0.380 2.793 -2.211
H -0.810 3.898 -3.519
H -2.285 1.322 -2.764
H -1.219 1.459 -4.146
H -2.457 4.312 -4.918
H -3.763 3.552 -5.803
H -0.844 2.633 -5.962
H -1.712 3.568 -7.182
H -2.203 1.901 -6.810
C 2.608 0.916 1.532
C 3.435 -0.347 1.688
O 4.734 -0.115 2.222
C 4.785 0.471 3.517
C 4.106 -0.362 4.589
H 3.129 1.638 0.896
H 1.640 0.683 1.079
H 2.420 1.402 2.492
H 3.582 -0.795 0.703
H 2.907 -1.095 2.291
H 4.379 1.487 3.488
H 5.845 0.572 3.770
H 3.039 -0.486 4.394
H 4.214 0.114 5.567
H 4.548 -1.362 4.634
C 4.503 5.831 3.699
C 3.779 4.622 4.263
O 4.395 4.083 5.427
C 4.497 4.954 6.546
C 3.156 5.451 7.055
H 5.542 5.581 3.466
H 4.012 6.176 2.785
H 4.518 6.664 4.404
H 3.785 3.826 3.514
H 2.727 4.848 4.463
H 5.167 5.789 6.315
H 4.985 4.382 7.340
H 2.628 6.042 6.303
H 3.293 6.080 7.938
H 2.511 4.608 7.319
C -8.703 -1.553 -1.120
C -7.873 -2.815 -0.969
O -6.575 -2.582 -0.433
C -6.524 -2.000 0.864
C -7.201 -2.838 1.934
H -8.184 -0.828 -1.753
H -9.670 -1.786 -1.574
H -8.892 -1.072 -0.159
H -7.724 -3.261 -1.956
H -8.399 -3.566 -0.369
H -6.932 -0.985 0.839
H -5.464 -1.897 1.115
H -8.268 -2.963 1.740
H -7.093 -2.364 2.913
H -6.757 -3.837 1.976
*
```

Summary:
DFT total energy	-68610.23910	eV
Kohn-Sham gap	9.13	eV
E_HOMO	-9.377	eV
max |F|	7.0	eV Å⁻¹
structure (SMILES)	O=S1(=O)OCCC[C@H]1C(F)(F)c1cccc(C(F)(F)F)c1.CCOCC.CCOCC.CCOCC.CCOCC